C7H11N3O | ωB97M-V/def2-TZVPD

**Relative energy (zero: lowest compared OMol25 entry of this formula, charge and spin)**: 139.8 kcal per mole
**HOMO level**: -0.274 Eh
**E**: -13949.5064 eV
**Kohn-Sham gap**: 8.22 eV
**Molar mass**: 153.185 g mol⁻¹

Positions of all 22 atoms, in Å:
C  -1.61972  1.70019  1.43465
C  -0.17486  1.70510  1.34080
C  -2.00597  0.39953  1.64848
C  0.23147  0.36545  1.44710
C  0.75713  -1.83370  -0.91591
C  -0.54217  -0.50328  -1.95439
C  0.72088  -0.34467  -1.11739
N  -0.90293  -0.40216  1.60926
N  2.79629  0.52657  -0.57009
N  1.59607  0.60217  -1.06108
O  -0.38350  -1.91382  -1.83282
H  -2.51072  2.31635  1.38251
H  0.46692  2.67127  1.19019
H  -3.08794  0.04728  1.73924
H  1.58892  -2.50775  -1.35127
H  0.46767  -2.19351  0.14207
H  -1.55807  -0.33555  -1.50198
H  -0.35504  -0.00493  -2.90958
H  -0.96051  -1.37611  1.89475
H  1.14576  0.04833  1.36563
H  3.12177  -0.42071  -0.43307
H  1.20854  1.45396  -1.54708

---

C3HNO | ωB97M-V/def2-TZVPD

**Relative energy (zero: lowest compared OMol25 entry of this formula, charge and spin)**: 81.2 kcal per mole
**HOMO level (spin up / spin down)**: -0.252 / -0.437 Eh
**2S+1**: 3
**E**: -6656.0015 eV
**Expectation value of S²**: 2.0121
**Kohn-Sham gap (spin up / spin down)**: 7.42 / 10.06 eV
**Molar mass**: 67.047 g mol⁻¹

Positions of all 6 atoms, in Å:
C  2.21686  0.26412  1.75245
C  -1.48917  1.35906  1.89350
C  0.07798  0.27334  0.46278
N  1.22514  0.13644  1.17267
O  -0.92189  0.72261  1.09996
H  0.22675  0.15114  -0.54696

---

C33H80NO14P2 | ωB97M-V/def2-TZVPD

**HOMO level**: -0.145 Eh
**E**: -84248.2183 eV
**Kohn-Sham gap**: 6.07 eV
**Charge**: -1
**Molar mass**: 776.944 g mol⁻¹

Positions of all 130 atoms, in Å:
C  1.98162  1.79654  -4.90049
C  3.31660  1.50987  -4.20869
C  3.44102  0.13159  -3.54206
O  3.07761  0.12059  -2.20017
P  1.59100  -0.78388  -1.75188
C  0.03812  -1.82218  -1.34340
C  0.16473  -3.28248  -1.76486
C  -0.05021  -3.48167  -3.27221
N  0.96220  -4.37651  -3.86828
C  0.86431  0.68654  -0.75550
C  1.39652  2.08740  -1.02459
C  0.55406  3.16736  -0.36686
O  -0.68237  3.36900  -1.09631
C  -0.64291  4.17483  -2.16878
C  -1.96297  4.12446  -2.89478
O  0.29782  4.87280  -2.46626
C  2.59765  -1.48407  -0.25114
C  3.40856  -0.43874  0.54034
P  2.92800  -0.21347  2.24527
O  1.59193  -0.63571  2.68786
O  3.20433  1.34737  2.52759
C  4.32476  1.91689  3.20163
C  3.87446  3.13014  3.99625
O  4.08896  -0.93574  3.11542
C  3.71175  -1.79399  4.20127
C  3.18342  -1.03006  5.41738
H  1.55867  0.88098  -5.31850
H  2.10080  2.51941  -5.71089
H  1.23849  2.19792  -4.21094
H  4.12859  1.61672  -4.93671
H  3.49780  2.25785  -3.43205
H  2.82823  -0.59991  -4.10080
H  4.48444  -0.20580  -3.63255
H  2.10624  -1.88249  -2.59169
H  0.93451  -0.21766  -2.95810
H  -0.21246  -1.74743  -0.28101
H  -0.78567  -1.34710  -1.89280
H  -0.52508  -3.91407  -1.19266
H  1.17475  -3.64690  -1.55280
H  -1.03101  -3.92272  -3.47128
H  -0.04503  -2.49326  -3.74639
H  0.59129  -4.77399  -4.72597
H  1.75963  -3.81767  -4.15501
H  0.86840  0.47824  0.32279
H  -0.19004  0.67762  -1.05806
H  1.39890  2.26620  -2.10246
H  2.43074  2.20916  -0.69669
H  1.07263  4.12359  -0.28935
H  0.22421  2.85434  0.62415
H  -2.75919  4.46605  -2.23247
H  -1.92274  4.75505  -3.77834
H  -2.17959  3.09498  -3.17746
H  1.91795  -2.01874  0.41756
H  3.28594  -2.21768  -0.67551
H  3.35143  0.53589  0.06064
H  4.47029  -0.69612  0.57150
H  4.76568  1.16219  3.84988
H  5.07962  2.17760  2.45437
H  2.95026  3.51987  3.57131
H  3.67596  2.87037  5.03556
H  4.63469  3.91069  3.98326
H  4.61728  -2.34935  4.44215
H  2.96166  -2.49649  3.83943
H  2.11419  -1.18296  5.54199
H  3.69791  -1.33473  6.33095
H  3.33396  0.04276  5.28653
C  3.75750  -6.80478  -9.31674
O  3.60750  -7.74709  -8.27457
C  3.63752  -7.16907  -6.97802
C  2.25316  -6.98836  -6.39732
O  1.48858  -6.05589  -7.14288
C  0.54216  -6.64847  -8.00632
H  3.57062  -7.32842  -10.25336
H  3.05059  -5.97706  -9.21896
H  4.77481  -6.39732  -9.33755
H  4.14953  -6.20137  -7.00570
H  4.21100  -7.83686  -6.32903
H  2.34185  -6.60594  -5.37623
H  1.73749  -7.95400  -6.35511
H  -0.28146  -7.09886  -7.44046
H  0.99654  -7.41630  -8.63916
H  0.14057  -5.85578  -8.63589
C  -7.60868  3.11630  0.61766
O  -7.44222  2.20784  -0.45439
C  -7.27808  2.83164  -1.71471
C  -5.82482  2.91462  -2.13195
O  -5.07561  3.76123  -1.28250
C  -4.28167  3.06289  -0.33568
H  -7.55912  2.54120  1.53984
H  -6.83091  3.88370  0.62248
H  -8.58962  3.60459  0.57077
H  -7.71072  3.83890  -1.69934
H  -7.82580  2.23827  -2.45337
H  -5.77363  3.32549  -3.14559
H  -5.38914  1.90984  -2.15337
H  -3.45803  2.53460  -0.82509
H  -4.87408  2.34788  0.24054
H  -3.86049  3.80674  0.33845
C  7.41413  3.16217  6.11070
O  6.25696  2.36042  6.22712
C  6.52415  0.96814  6.24906
C  6.43243  0.39947  7.64731
O  7.42917  0.92584  8.50848
C  6.96133  1.95911  9.35119
H  7.10677  4.19442  6.27214
H  8.17036  2.89062  6.85263
H  7.85323  3.07829  5.11019
H  7.51405  0.76294  5.82738
H  5.78123  0.46899  5.62004
H  6.57010  -0.68464  7.59931
H  5.43477  0.59616  8.05551
H  6.27143  1.56894  10.10834
H  6.45406  2.74432  8.78481
H  7.82999  2.38237  9.85341
C  -12.20481  0.96192  4.69841
O  -11.98218  0.13451  3.57480
C  -11.72606  0.85170  2.37944
C  -10.24963  0.92296  2.05749
O  -9.53336  1.67035  3.02485
C  -8.80665  0.87245  3.93974
H  -12.24102  0.31357  5.57240
H  -11.40391  1.69452  4.82628
H  -13.15968  1.49362  4.61382
H  -12.13373  1.86649  2.45105
H  -12.24231  0.33598  1.56455
H  -10.11853  1.41576  1.08906
H  -9.83827  -0.08852  1.97530
H  -7.96288  0.37761  3.44679
H  -9.44046  0.11183  4.40339
H  -8.42130  1.53819  4.71023

---

C9H14 | ωB97M-V/def2-TZVPD

**Relative energy (zero: lowest compared OMol25 entry of this formula, charge and spin)**: 14.9 kcal per mole
**HOMO level**: -0.329 Eh
**E**: -9559.5357 eV
**SMILES**: Cc1ccccc1.CC
**Kohn-Sham gap**: 9.99 eV
**Molar mass**: 122.211 g mol⁻¹

Positions of all 23 atoms, in Å:
C  -2.58415  -0.68608  2.24166
C  -2.27435  -1.98480  1.50056
H  -2.94501  -0.91771  3.24425
H  -1.66667  -0.13898  2.42790
H  -3.31333  -0.08602  1.71755
H  -1.98398  -2.79623  2.17479
H  -3.18061  -2.45595  1.11708
H  -1.57940  -1.84165  0.67824
C  3.42136  0.07116  -1.06223
C  1.38117  1.15618  -2.10523
C  2.00468  0.54794  -1.03076
C  0.07617  1.65761  -2.04061
C  1.22134  0.33396  0.12198
C  -0.64640  1.46883  -0.88222
C  -0.11040  0.65181  0.13073
H  1.86394  1.07866  -3.07301
H  -0.23897  2.25208  -2.88886
H  4.05158  0.83974  -0.60287
H  3.87225  -0.02167  -2.05360
H  1.63132  -0.31449  0.88401
H  -1.68214  1.75744  -0.77423
H  -0.85115  0.31889  0.83874
H  3.53275  -0.89070  -0.56387

---

C11H14NO | ωB97M-V/def2-TZVPD

**Relative energy (zero: lowest compared OMol25 entry of this formula, charge and spin)**: 72.1 kcal per mole
**HOMO level**: -0.477 Eh
**E**: -15160.0248 eV
**Kohn-Sham gap**: 7.27 eV
**Charge**: +1
**Molar mass**: 176.239 g mol⁻¹

Positions of all 27 atoms, in Å:
C  -1.88917  2.11742  -0.77805
C  -2.33568  1.04796  -1.54499
C  -0.74600  1.98370  -0.00417
C  -1.76547  -0.20728  -1.33970
C  -0.04820  0.84346  0.13495
C  -0.57312  -0.35105  -0.45266
C  1.14283  0.70917  1.09257
C  -0.12497  -1.75440  -0.23571
C  1.82362  2.03050  1.37983
C  -0.14437  -2.28593  1.21597
C  0.19864  -2.57029  -1.43688
N  2.01019  -0.19955  0.29182
O  2.97172  0.29548  -0.15895
H  -2.38072  3.03910  -0.84561
H  -3.25149  1.15653  -2.15323
H  -0.27951  2.81996  0.51880
H  -2.31485  -1.07906  -1.70216
H  0.83120  0.30205  2.10579
H  2.87880  1.69737  1.67372
H  1.59137  2.55257  2.28376
H  1.97398  2.81004  0.46935
H  0.33388  -1.46382  1.80922
H  0.42823  -3.15778  1.22034
H  -1.18123  -2.30900  1.58111
H  -0.80431  -2.80876  -1.75355
H  0.96411  -3.24740  -1.13267
H  0.69053  -1.97101  -2.23889

---

C2H2F4OS | ωB97M-V/def2-TZVPD

**Relative energy (zero: lowest compared OMol25 entry of this formula, charge and spin)**: 31.1 kcal per mole
**HOMO level**: -0.339 Eh
**E**: -25856.2545 eV
**Kohn-Sham gap**: 9.41 eV
**Molar mass**: 150.096 g mol⁻¹

Positions of all 10 atoms, in Å:
C  1.29461  0.38486  0.27326
C  -0.36312  -0.90347  0.39148
O  -1.25659  0.99942  -1.01533
F  2.23470  0.04544  1.14809
F  1.67604  0.40124  -0.95181
F  -0.35674  -1.78653  -0.58971
F  -0.31164  -1.49403  1.59453
S  -1.78381  0.28568  0.33311
H  0.65994  1.18751  0.61985
H  -1.79339  0.87989  -1.80347

---

C4H11N3O2 | ωB97M-V/def2-TZVPD

**Relative energy (zero: lowest compared OMol25 entry of this formula, charge and spin)**: 52.8 kcal per mole
**HOMO level**: -0.337 Eh
**E**: -12890.5391 eV
**SMILES**: [H]/N=C(/N)NC.CC(=O)O
**Kohn-Sham gap**: 9.58 eV
**Molar mass**: 133.151 g mol⁻¹

Positions of all 20 atoms, in Å:
C  -0.90898  1.23537  3.06764
C  0.13352  0.03346  3.34496
O  0.72302  -0.41654  2.31375
O  0.28080  -0.14968  4.52378
H  -0.22919  2.05423  3.38640
H  -1.70721  1.25481  3.81371
H  -1.22474  1.34422  2.04532
C  -1.18369  -0.58919  -2.91413
C  0.73783  -0.36932  -1.33205
N  0.39376  -1.02016  -0.24785
N  0.17005  -0.42413  -2.60924
N  1.89703  0.42779  -1.34465
H  -0.49582  -1.52561  -0.25642
H  0.65626  -0.76529  1.47259
H  0.77579  -0.21267  -3.37016
H  2.43258  0.75558  -2.12956
H  2.53299  0.29970  -0.49575
H  -1.65563  -1.57594  -2.80036
H  -1.31073  -0.40437  -4.04455
H  -2.01765  0.04775  -2.42343

---

C27H35F4N6O2 | ωB97M-V/def2-TZVPD

**HOMO level**: -0.401 Eh
**E**: -52453.2449 eV
**Kohn-Sham gap**: 5.67 eV
**Charge**: +1
**Molar mass**: 551.609 g mol⁻¹

Positions of all 74 atoms, in Å:
C  -0.20693  3.77158  -6.89607
C  -0.84711  2.41095  -6.82417
N  -1.93185  2.20470  -5.78043
C  -1.66687  1.61782  -4.55169
N  -2.74716  1.34887  -3.48212
C  -2.23379  0.41386  -2.36634
C  -3.14240  -0.89621  -1.98372
O  -4.06580  -0.49759  -0.90537
C  -5.28549  0.12205  -1.45161
C  -0.81518  -0.02710  -3.10076
C  0.26396  -0.94801  -2.28172
C  1.05145  -0.18853  -1.06188
C  0.09022  0.42882  0.11355
F  1.89902  -1.24561  -0.39406
N  -0.32038  1.08708  -4.01750
C  0.38160  2.26680  -3.31434
O  1.81832  2.08859  -3.57614
C  2.64692  3.07206  -2.86220
F  2.22814  3.35577  -1.47002
F  4.02036  2.45097  -2.75758
F  2.86373  4.34686  -3.62918
H  -0.71804  4.67064  -7.45113
H  0.85138  3.98825  -6.39222
H  -0.51537  1.53037  -7.54789
H  -2.91166  2.49520  -6.01258
H  -3.19503  2.23667  -3.15859
H  -2.13625  1.14749  -1.45312
H  -2.40938  -1.70867  -1.53028
H  -3.66514  -1.40514  -2.90896
H  -5.23242  1.29932  -1.44789
H  -6.20155  -0.24785  -0.78932
H  -5.47290  -0.20173  -2.58343
H  -1.22511  -0.80634  -3.90587
H  -0.25958  -1.89632  -1.83992
H  1.09767  -1.33222  -3.03401
H  1.80743  0.64458  -1.40210
H  -0.91565  -0.16244  0.22939
H  0.69346  0.35667  1.13901
H  -0.08884  1.58864  -0.05577
H  0.07277  2.17206  -2.18073
H  -0.07727  3.23391  -3.82017
N  0.30127  -5.62477  2.34881
C  -0.00917  -4.59505  1.53110
C  0.71902  -3.41805  1.46362
C  1.83206  -3.28460  2.28693
C  2.17611  -4.32703  3.14137
C  1.38820  -5.46680  3.13499
H  -0.88794  -4.74585  0.91087
H  0.42519  -2.62451  0.78595
H  2.42666  -2.37602  2.26286
H  3.03731  -4.25382  3.79579
H  1.61774  -6.30937  3.78127
N  -1.68259  -1.11349  4.92135
C  -2.09257  -1.16202  6.20778
C  -1.77027  -2.18847  7.08109
C  -0.98256  -3.23244  6.60764
C  -0.54643  -3.21180  5.28685
C  -0.91768  -2.14015  4.49083
H  -2.70751  -0.32633  6.52893
H  -2.12517  -2.17451  8.10534
H  -0.71052  -4.05521  7.26239
H  0.06820  -4.01051  4.88741
H  -0.59932  -2.07646  3.45406
N  2.17476  2.08589  1.65769
C  3.41117  2.27924  1.14852
C  4.50482  2.66614  1.90640
C  4.32123  2.87187  3.26965
C  3.05911  2.68262  3.82314
C  2.02774  2.29153  2.98455
H  3.50281  2.10938  0.07968
H  5.47600  2.80417  1.44488
H  5.15468  3.17690  3.89573
H  2.88319  2.83531  4.88191
H  1.02517  2.12738  3.36955

---

E of number 1 (C7H11N3O)?
-13949.5064 eV

---

What is the formula in the sixth record?
C2H2F4OS

---

Look up the molar mass of the fourth one.
122.211 g mol⁻¹

---

Look up the molar mass of the fourth one.
122.211 g mol⁻¹